## P
The following is a quantum chemistry calculation of a cluster of 2 separate species, C5H7ClN2 in total, from OMol25.

```
15
C5H7ClN2 (ωB97M-V/def2-TZVPD)
C 0.57 1.29 1.57
C -0.25 0.92 0.59
N -0.41 -0.39 0.19
C 0.49 -1.40 0.03
C -0.15 -2.41 -0.66
N -1.40 -2.03 -0.96
C -1.52 -0.83 -0.44
H 0.76 2.27 1.75
H 1.17 0.65 2.32
H -0.84 1.64 -0.01
H 1.59 -1.36 0.27
H 0.09 -3.42 -0.78
H -2.51 -0.30 -0.61
Cl 1.34 2.18 -2.00
H 1.05 3.21 -1.24
```

As for the LUMO energy: 0.5 eV. The spin multiplicity is 1. The charge is 0.

***

## Q
The following is a quantum chemistry calculation of an isolated molecule of C5H7ClN2, from OMol25.

```
15
C5H7ClN2 (ωB97M-V/def2-TZVPD)
Cl -0.96 -1.11 -3.07
C -0.22 0.10 -2.24
C -0.18 0.16 -0.90
C 0.52 1.24 -0.01
N 1.42 0.92 1.05
C 1.06 -0.16 1.66
N -0.34 -0.66 1.55
C -0.99 -0.74 0.21
H 0.43 0.82 -2.84
H -0.11 1.78 0.77
H 0.89 1.94 -0.74
H 1.62 -0.37 2.56
H -0.10 -1.58 1.87
H -2.03 -0.64 0.28
H -1.02 -1.71 -0.16
```

As for the LUMO energy: 0.7 eV. The spin multiplicity is 1. The charge is 0.

***

Energies relative to the minimum, kJ/mol: P 0.0; Q 143.5